ORCA calculation (the ωB97M-V functional and the def2-TZVPD basis) on 6 unconnected molecules or ions with the total composition C27H49Cl13F3N4OS in a non-equilibrium geometry.

Cartesian coordinates (Å):
C -6.641 -0.382 -3.539
C -5.798 -1.291 -2.637
O -6.248 -2.329 -2.294
N -4.507 -0.816 -2.232
C -3.603 -1.124 -3.370
C -4.087 -1.566 -1.043
C -2.688 -1.110 -0.516
C -1.876 -2.378 -0.177
C -0.340 -2.186 0.055
N 0.234 -0.922 -0.436
C 0.581 0.040 0.569
Cl -0.715 0.971 1.276
C 1.797 0.210 0.981
C 2.248 1.149 2.041
Cl 3.051 -0.761 0.252
C 0.471 -0.680 -1.698
N 0.147 -1.659 -2.634
S 1.352 -2.910 -2.858
N 1.044 0.521 -2.020
C 2.047 0.428 -3.097
C 1.496 0.217 -4.534
C 2.363 -0.711 -5.413
Cl 2.926 0.202 -6.883
C 0.085 1.630 -2.175
C 0.481 2.934 -1.452
C 1.900 3.401 -1.683
F 2.794 2.601 -1.114
F 2.044 4.571 -1.047
F 2.204 3.633 -2.941
H -5.958 0.294 -4.059
H -7.341 0.159 -2.902
H -7.193 -1.014 -4.229
H -2.650 -0.595 -3.298
H -4.104 -0.808 -4.286
H -3.465 -2.218 -3.403
H -4.031 -2.638 -1.283
H -4.809 -1.430 -0.238
H -2.212 -0.453 -1.243
H -2.885 -0.586 0.419
H -1.974 -3.043 -1.047
H -2.360 -2.895 0.652
H -0.168 -2.213 1.134
H 0.164 -3.065 -0.348
H 2.927 1.907 1.647
H 1.423 1.675 2.520
H 2.733 0.577 2.837
H -0.786 -2.038 -2.500
H 2.344 -2.577 -1.995
H 2.670 -0.432 -2.871
H 2.729 1.269 -3.132
H 0.463 -0.133 -4.561
H 1.469 1.193 -5.028
H 1.742 -1.509 -5.808
H 3.269 -1.068 -4.931
H -0.160 1.878 -3.213
H -0.858 1.314 -1.713
H 0.336 2.898 -0.372
H -0.165 3.739 -1.813
Cl 2.682 -4.599 -0.510
C 2.830 -5.420 1.068
C 1.762 -6.467 1.251
Cl 0.134 -5.747 1.414
H 2.790 -4.661 1.847
H 3.813 -5.887 1.097
H 1.952 -7.033 2.161
H 1.735 -7.162 0.414
Cl 8.503 0.237 -3.255
C 7.245 1.413 -3.707
C 6.106 1.430 -2.720
Cl 5.151 -0.081 -2.771
H 6.901 1.170 -4.710
H 7.720 2.393 -3.734
H 5.422 2.245 -2.957
H 6.460 1.566 -1.701
Cl -0.837 0.827 7.270
C -1.901 1.891 6.317
C -1.446 2.023 4.885
Cl 0.087 2.928 4.741
H -1.943 2.857 6.817
H -2.896 1.448 6.344
H -2.192 2.573 4.311
H -1.306 1.050 4.420
Cl -2.491 5.770 7.046
C -1.943 6.574 5.553
C -0.439 6.676 5.476
Cl 0.223 7.804 6.684
H -2.412 7.555 5.509
H -2.315 5.980 4.719
H -0.147 7.055 4.496
H 0.038 5.709 5.624
Cl -0.031 -1.422 4.203
C -0.926 -2.962 4.166
C -2.372 -2.759 3.786
Cl -3.283 -1.893 5.044
H -0.830 -3.430 5.143
H -0.436 -3.601 3.433
H -2.856 -3.726 3.650
H -2.463 -2.195 2.858

Its total charge is +1. The calculation puts the gap between HOMO and LUMO at 8.1 eV.

Löwdin population analysis, charges in e, atoms 1 to 8: atom 1 (C): 0.02, atom 2 (C): -0.52, atom 3 (O): 0.13, atom 4 (N): -0.11, atom 5 (C): -0.05, atom 6 (C): -0.18, atom 7 (C): -0.18, atom 8 (C): -0.15

ORCA calculation (the ωB97M-V functional and the def2-TZVPD basis) on a molecular structure, C27H49EuF2NO2Si2 in a non-equilibrium geometry.

Cartesian coordinates (Å):
O -0.587 -1.964 0.405
O -2.709 -0.555 -3.782
C 0.355 -2.788 -0.369
C 0.890 -3.990 0.394
H 1.158 -2.083 -0.635
H -0.178 -3.096 -1.279
H 1.347 -3.701 1.344
H 1.661 -4.442 -0.240
H 0.119 -4.752 0.570
C -1.719 -2.686 0.995
C -2.650 -3.228 -0.066
H -2.209 -1.961 1.654
H -1.290 -3.495 1.605
H -3.061 -2.427 -0.692
H -3.492 -3.726 0.416
H -2.166 -3.967 -0.707
C -3.790 0.377 -3.992
C -2.644 -1.614 -4.756
C -4.970 0.122 -3.076
H -4.130 0.363 -5.042
H -3.364 1.365 -3.770
H -5.430 -0.850 -3.282
H -5.722 0.895 -3.246
H -4.680 0.149 -2.020
C -3.897 -2.463 -4.886
H -1.801 -2.235 -4.430
H -2.394 -1.194 -5.745
H -4.232 -2.858 -3.919
H -3.675 -3.310 -5.541
H -4.724 -1.904 -5.338
H -0.876 0.560 -2.757
Eu -0.020 0.169 1.451
C -0.364 1.555 -2.812
Si 0.620 1.988 -4.395
H -1.164 2.315 -2.731
H 0.286 1.637 -1.921
C 1.483 0.436 -5.012
C 1.935 3.319 -4.097
C -0.455 2.663 -5.801
C 2.374 -0.202 1.220
Si 3.651 0.836 2.083
H 2.390 -0.143 0.112
H 2.453 -1.285 1.463
C 4.246 2.186 0.918
C 5.108 -0.227 2.624
C 3.013 1.697 3.634
H 0.167 2.916 -6.673
H -0.990 3.577 -5.509
H -1.196 1.920 -6.125
H 2.280 0.148 -4.315
H 1.928 0.600 -6.003
H 0.762 -0.388 -5.083
H 2.494 3.138 -3.171
H 1.487 4.319 -4.034
H 2.658 3.339 -4.925
H 5.344 -0.968 1.850
H 4.885 -0.775 3.550
H 6.006 0.383 2.797
H 2.619 0.988 4.373
H 2.210 2.417 3.438
H 3.830 2.252 4.118
H 5.111 2.721 1.336
H 3.457 2.926 0.716
H 4.552 1.758 -0.047
F -0.795 5.323 3.754
C -0.708 3.993 4.089
C -0.724 3.049 3.044
C -0.546 1.750 3.418
C -0.372 1.285 4.714
C -0.394 2.294 5.718
F -0.199 2.012 7.058
C -0.571 3.635 5.427
C -0.078 -0.139 4.956
C 0.114 -0.660 6.237
C 0.469 -1.987 6.413
C 0.597 -2.791 5.278
C 0.364 -2.234 4.014
N 0.038 -0.933 3.851
H -0.858 3.325 1.999
H -0.590 4.380 6.220
H 0.000 0.002 7.084
H 0.643 -2.373 7.419
H 0.877 -3.839 5.355
H 0.435 -2.852 3.106

Its spin multiplicity is 8. Its total charge is 0. As for the expectation value of S²: 15.76. The energy above the lowest of the compared OMol25 structures with the same formula, charge and spin is 0.00 kcal per mole. The calculation puts the gap between HOMO and LUMO (spin up / spin down) at 6.6 / 6.8 eV.

Löwdin population analysis, charges in e, atoms 1 to 8: atom 1 (O): -0.38, atom 2 (O): -0.20, atom 3 (C): -0.23, atom 4 (C): -0.07, atom 5 (H): 0.10, atom 6 (H): 0.11, atom 7 (H): 0.07, atom 8 (H): 0.09

ORCA calculation (the ωB97M-V functional and the def2-TZVPD basis) on a molecular structure, C27H49F2NO2RuSi2 in a non-equilibrium geometry.

Cartesian coordinates (Å):
O 0.720 -0.191 -3.607
O 0.983 -2.829 -4.268
C -0.029 0.783 -4.321
C 0.130 2.238 -3.920
H -1.079 0.485 -4.206
H 0.232 0.640 -5.384
H -0.184 2.413 -2.885
H -0.527 2.829 -4.573
H 1.148 2.594 -4.076
C 1.934 0.189 -2.938
C 3.117 -0.234 -3.763
H 1.928 -0.333 -1.968
H 1.971 1.272 -2.723
H 3.112 -1.328 -3.884
H 4.046 0.061 -3.262
H 3.089 0.238 -4.753
C 1.630 -4.073 -3.940
C 0.841 -2.599 -5.681
C 3.046 -3.868 -3.448
H 1.642 -4.745 -4.816
H 1.015 -4.525 -3.153
H 3.690 -3.431 -4.222
H 3.463 -4.849 -3.189
H 3.074 -3.237 -2.552
C 2.151 -2.571 -6.433
H 0.330 -1.635 -5.762
H 0.171 -3.372 -6.102
H 2.835 -1.829 -5.998
H 1.932 -2.282 -7.467
H 2.626 -3.557 -6.446
H -0.132 -1.717 -2.683
Ru -0.905 -0.897 -0.254
C -0.757 -2.259 -1.879
Si -2.164 -3.132 -2.930
H -0.214 -3.075 -1.403
H -1.817 -1.959 -1.239
C -2.500 -1.984 -4.354
C -3.722 -3.318 -1.910
C -1.684 -4.839 -3.523
C -2.373 0.329 -0.850
Si -3.550 0.582 0.627
H -2.928 -0.093 -1.709
H -1.898 1.273 -1.197
C -4.665 -0.913 0.778
C -4.525 2.149 0.280
C -2.711 0.836 2.284
H -2.605 -5.390 -3.753
H -1.134 -5.395 -2.751
H -1.073 -4.800 -4.431
H -2.937 -1.042 -4.007
H -3.189 -2.443 -5.076
H -1.556 -1.768 -4.862
H -3.974 -2.447 -1.297
H -3.666 -4.194 -1.252
H -4.558 -3.481 -2.603
H -4.700 2.272 -0.797
H -3.955 3.019 0.639
H -5.497 2.141 0.791
H -2.001 1.675 2.250
H -2.173 -0.062 2.618
H -3.485 1.067 3.033
H -5.469 -0.651 1.480
H -4.130 -1.785 1.181
H -5.120 -1.184 -0.183
F -1.631 -4.616 3.518
C -0.960 -3.463 3.154
C -1.010 -3.082 1.808
C -0.454 -1.841 1.507
C 0.209 -1.027 2.451
C 0.253 -1.523 3.770
F 0.894 -0.801 4.756
C -0.317 -2.726 4.139
C 0.619 0.307 2.024
C 1.096 1.341 2.840
C 1.226 2.623 2.336
C 0.969 2.837 0.978
C 0.560 1.775 0.178
N 0.336 0.554 0.715
H -1.486 -3.664 1.022
H -0.258 -3.066 5.172
H 1.292 1.097 3.871
H 1.524 3.452 2.980
H 1.058 3.818 0.523
H 0.366 1.858 -0.898

Its spin multiplicity is 6. Its total charge is +1. As for the expectation value of S²: 8.78. The energy above the lowest of the compared OMol25 structures with the same formula, charge and spin is 23.20 kcal per mole. The calculation puts the gap between HOMO and LUMO (spin up / spin down) at 5.3 / 4.6 eV.

Löwdin population analysis, charges in e, atoms 1 to 8: atom 1 (O): -0.24, atom 2 (O): -0.23, atom 3 (C): -0.26, atom 4 (C): -0.07, atom 5 (H): 0.10, atom 6 (H): 0.12, atom 7 (H): 0.06, atom 8 (H): 0.09

It is found that the molar mass values, taken in the order of the records, are 995.7 665.8 614.9 g/mol.